264
Properties=species:S:1:pos:R:3:forces:R:3 method="wB97M-V/def2-TZVPD" total_energy_ha=-6095.87241 orbital_gap_ev=10.3 total_charge=+3
C 12.2542 18.5873 21.4574 -0.5 -1.9 -1.9
N 12.3130 17.6563 20.2043 0.1 -0.8 0.4
C 12.2468 18.4698 18.9152 0.9 1.2 2.1
C 13.6462 16.9004 20.2630 0.7 2.3 -0.2
C 11.1670 16.6098 20.2894 3.2 -1.8 -0.1
C 11.1366 15.6608 19.0827 -1.2 1.3 0.2
O 10.3853 16.3638 18.0716 1.3 -1.3 -0.2
H 11.2630 19.0383 21.4924 0.2 0.2 0.0
H 13.0716 19.2765 21.3246 0.1 0.3 0.4
H 12.3692 17.8422 22.2284 0.2 0.4 0.8
H 12.9294 19.3610 18.9979 -0.6 -1.1 0.1
H 11.2469 18.7854 18.8072 -1.2 0.4 -0.2
H 12.5214 17.8795 18.1013 0.5 -1.0 -1.2
H 13.6673 16.2341 21.1084 -0.2 -0.1 0.4
H 14.4314 17.7169 20.3741 -0.8 -1.3 -0.1
H 13.8595 16.3576 19.3420 -0.3 0.2 0.0
H 10.2881 17.1235 20.4275 -2.2 1.2 -0.1
H 11.2866 15.9460 21.1817 0.5 0.9 -0.3
H 10.5517 14.8034 19.3848 -0.2 -0.5 0.3
H 12.1061 15.2532 18.7495 -0.2 0.7 0.0
H 10.6404 15.8515 17.2856 -0.4 0.6 -0.3
C 25.2725 19.3987 16.9446 0.3 0.2 1.4
N 24.3830 19.0027 18.1431 1.7 0.0 -1.2
C 25.2695 18.3946 19.2211 -0.3 -1.9 -0.6
C 23.6367 20.1525 18.7369 0.0 0.3 -0.2
C 23.4473 17.9272 17.6560 0.0 0.7 -0.8
C 22.6970 18.3751 16.3748 -1.0 -0.6 -0.2
O 23.4552 17.8489 15.2453 -1.0 0.6 0.1
H 25.9018 20.2709 17.1916 -0.5 -0.4 0.0
H 24.7288 19.4953 16.0305 -0.7 0.6 -0.2
H 25.8926 18.5473 16.7524 0.6 -0.5 0.2
H 24.5981 18.1007 20.0113 -0.2 0.0 0.4
H 26.0064 19.0576 19.6196 0.3 0.8 -0.1
H 25.7831 17.4252 18.8838 -0.8 1.6 0.0
H 23.0229 20.7193 18.0063 0.7 -0.5 0.2
H 24.3844 20.7878 19.2194 -0.3 0.1 -0.2
H 22.9600 19.7269 19.4649 -0.1 0.0 0.3
H 22.8182 17.7117 18.5234 0.0 -0.3 -0.6
H 24.0866 17.0893 17.3384 -0.4 0.1 0.4
H 22.4791 19.4772 16.2395 0.5 -1.1 0.4
H 21.6960 17.8755 16.4180 0.8 0.4 -0.1
H 22.9091 17.9535 14.4339 0.5 -0.1 0.7
C 19.4423 22.4510 22.7407 1.1 -1.5 2.3
N 19.4619 21.8473 21.3913 1.2 -0.2 -0.2
C 20.9069 21.3110 21.1195 -0.8 1.0 -0.4
C 18.4127 20.7064 21.2405 2.1 0.6 0.2
C 19.2079 23.0347 20.4346 -0.8 0.0 0.3
C 19.0089 22.7146 18.9572 -0.2 -0.9 -0.3
O 20.1591 22.1923 18.3354 0.5 0.2 0.1
H 19.5386 21.6350 23.5131 -0.1 0.5 -0.9
H 18.5206 22.9512 23.0144 -0.1 0.3 -0.6
H 20.3498 23.0585 22.9405 -0.8 0.0 -0.6
H 21.3319 20.6835 21.8819 -0.8 -0.6 0.6
H 21.5351 22.2004 21.1330 0.0 0.1 -0.5
H 20.8927 20.7949 20.1547 0.0 0.3 0.3
H 17.5130 21.1682 21.5748 -1.0 -0.1 0.0
H 18.7043 19.7984 21.8334 -0.1 1.1 -0.5
H 18.4636 20.5053 20.1780 -0.5 -0.4 0.0
H 19.9008 23.8444 20.7152 0.5 -0.7 -0.6
H 18.2752 23.5072 20.7652 -0.3 -0.5 0.0
H 18.6395 23.6257 18.4861 0.3 0.5 0.0
H 18.1719 22.0044 18.8250 0.2 0.2 0.4
H 20.0061 21.8563 17.4244 -0.3 0.3 0.7
C 22.6566 11.5820 12.1882 2.0 -1.1 0.2
N 21.9463 10.3473 11.7384 -2.1 0.0 0.4
C 21.5306 10.4268 10.2864 2.6 -0.2 0.0
C 22.7034 9.1374 12.0015 4.2 0.9 0.5
C 20.6648 10.3420 12.5724 0.8 0.4 0.6
C 20.7477 10.0465 14.0732 0.4 0.3 0.9
O 21.8659 10.6437 14.7926 -0.7 -0.9 -1.1
H 22.0607 12.4611 11.9891 0.0 0.1 -0.1
H 23.6346 11.5561 11.6778 -0.5 0.5 -0.1
H 22.8980 11.4252 13.2592 -0.5 0.4 -0.7
H 22.4886 10.5043 9.7027 -0.9 0.0 0.5
H 20.9883 11.3257 10.1819 -0.8 0.8 -0.4
H 21.0115 9.5417 9.9462 -0.2 -0.2 0.3
H 22.9679 9.0843 13.0551 -0.5 0.1 0.3
H 23.7697 9.2604 11.5502 -2.0 -0.4 0.2
H 22.2658 8.2234 11.7143 -0.9 -0.7 -0.7
H 20.0547 9.5694 12.1729 -0.8 -0.4 -0.6
H 20.2491 11.3269 12.4433 -0.4 0.2 -0.4
H 20.6850 8.9501 14.2379 0.2 0.6 0.1
H 19.8689 10.5540 14.4967 -0.2 -0.6 -0.3
H 21.5105 10.8362 15.6657 0.1 0.3 0.5
C 14.7852 20.0320 14.3966 0.1 -0.7 0.0
C 15.7738 20.9329 15.1308 1.2 -0.4 -0.7
N 15.5321 22.4876 15.1172 -0.5 -0.7 0.4
C 15.4817 23.0938 13.7439 0.3 1.1 -0.3
C 14.2026 22.8368 15.7837 -0.6 -0.6 0.8
C 13.9508 22.3429 17.2644 1.6 -1.9 -1.3
C 16.7418 23.0520 15.8369 -0.4 -0.8 0.9
C 16.7620 24.5448 16.1001 0.2 -0.5 -0.7
O 17.5180 25.0994 15.0435 0.4 0.1 0.2
C 17.5012 26.5171 14.8918 -0.7 -0.6 0.1
H 15.0160 18.9100 14.5488 -0.2 2.0 0.0
H 14.7524 20.1954 13.3191 0.1 0.1 0.0
H 13.7979 20.2285 14.7880 -0.5 -0.3 0.1
H 16.8169 20.7119 14.7709 -1.0 0.8 0.1
H 15.7967 20.6432 16.1697 -0.2 0.2 0.4
H 16.4164 22.8563 13.2226 -0.2 0.0 0.2
H 15.4286 24.2251 13.8541 0.1 -1.5 -0.1
H 14.6200 22.7745 13.1353 0.3 -0.2 0.6
H 13.4710 22.3462 15.1620 -0.3 0.0 -0.4
H 14.0499 23.9155 15.6545 0.2 -0.3 0.2
H 13.8489 21.1925 17.3107 0.0 1.9 -0.4
H 13.0360 22.7538 17.6894 0.4 0.4 0.0
H 14.8872 22.5150 17.8282 -0.9 0.3 0.3
H 17.5381 22.7773 15.1883 0.9 0.1 -0.4
H 16.9030 22.4513 16.7533 -0.4 0.3 -0.4
H 17.1409 24.6736 17.1264 0.2 0.5 -0.4
H 15.7663 24.9433 16.0452 -0.7 0.4 0.3
H 18.1875 26.7565 14.1011 0.2 0.1 -0.4
H 17.8010 27.0259 15.7775 0.5 0.3 0.9
H 16.4985 26.8853 14.6724 -0.2 -0.1 -0.3
C 21.3878 21.4014 11.0222 0.2 0.7 -0.3
C 20.7836 20.5034 9.9538 -1.5 -0.3 1.2
N 20.9873 19.0219 10.2964 -0.4 -0.9 1.2
C 20.5628 18.7978 11.7555 0.6 1.3 0.0
C 20.1915 18.1455 9.3461 0.2 0.9 -1.7
C 18.6841 18.4540 9.3327 -0.8 0.4 0.4
C 22.4608 18.6854 10.1085 0.0 -1.4 -0.2
C 23.0287 17.3479 10.7138 0.2 1.3 -1.2
O 23.5251 17.6689 12.0028 0.0 -0.9 0.0
C 24.6071 16.8129 12.4147 0.0 -0.2 0.8
H 21.1592 22.4103 10.6403 0.3 -0.1 0.4
H 22.4773 21.2613 10.9697 -0.3 0.4 0.4
H 21.0259 21.3333 12.0847 0.2 -0.1 -1.3
H 21.2516 20.6183 9.0094 0.7 0.3 -0.9
H 19.6952 20.7610 9.7689 1.2 -0.8 0.6
H 19.6045 19.2454 11.9575 -0.4 0.1 -0.3
H 21.2262 19.2971 12.4477 0.4 0.4 -0.4
H 20.5810 17.8151 12.1447 -0.1 -1.5 -0.7
H 20.4200 17.1056 9.4947 -0.2 -0.5 0.9
H 20.7073 18.3183 8.3612 -0.9 0.2 0.6
H 18.2945 18.4542 10.3695 0.2 -0.2 -0.4
H 18.0535 17.7152 8.7812 1.0 0.4 0.3
H 18.4049 19.4699 8.9506 0.5 -1.0 0.0
H 23.0647 19.3372 10.6824 0.2 1.4 0.3
H 22.6953 18.8037 9.0287 -0.3 -0.2 0.7
H 23.8723 17.1082 10.0587 0.2 0.1 0.0
H 22.4029 16.4804 10.6269 -0.8 -0.4 0.6
H 25.3010 16.6161 11.6039 0.0 0.0 -0.5
H 24.2710 15.8008 12.8142 0.2 1.4 -0.2
H 25.1836 17.4145 13.1459 -0.5 -0.7 -0.1
C 14.8654 12.0840 8.8075 0.0 0.1 -0.1
C 15.5913 12.5569 10.0759 -0.2 0.4 0.2
N 15.2013 13.9295 10.6551 0.9 -0.4 -1.2
C 15.4672 14.8948 9.5988 -1.4 2.0 0.4
C 13.7578 14.0601 10.9898 -1.2 -2.0 -1.2
C 13.2357 13.2791 12.1765 0.0 -1.1 -0.7
C 16.1204 14.2073 11.7995 -0.1 0.4 0.4
C 15.8669 15.4909 12.5743 -0.1 0.4 -1.3
O 16.6738 16.5461 12.1325 0.4 0.4 -0.6
C 18.0130 16.4663 12.5762 1.0 -0.5 1.3
H 13.8064 12.3981 8.7850 0.4 -0.5 0.1
H 14.9526 10.9799 8.7762 -0.3 0.6 0.1
H 15.3002 12.4493 7.8551 0.0 0.0 0.7
H 16.6712 12.5633 9.9498 0.1 0.3 -0.2
H 15.4424 11.9587 10.9444 -0.4 -1.1 0.3
H 15.2077 15.9057 9.9775 0.8 -0.5 -0.1
H 14.7509 14.7499 8.8250 -0.3 -0.4 -0.9
H 16.4620 14.7976 9.2737 1.3 0.1 -0.4
H 13.1666 13.6806 10.0853 1.0 0.8 1.1
H 13.6202 15.1039 11.0595 -0.6 1.0 0.2
H 13.4497 12.1877 12.0738 0.2 0.8 0.3
H 12.1553 13.3126 12.1450 -0.4 0.2 -0.1
H 13.5020 13.6773 13.1277 0.6 0.2 0.8
H 17.1603 14.1327 11.4967 0.0 0.1 -0.4
H 15.9475 13.4176 12.4553 -0.2 -1.6 1.3
H 16.0217 15.3601 13.6157 0.0 -0.5 1.1
H 14.8360 15.8063 12.4377 -0.1 0.2 0.2
H 18.2097 17.1877 13.3674 -0.2 0.5 0.0
H 18.7743 16.6107 11.8123 -0.6 0.0 -0.4
H 18.2990 15.5031 13.0603 -0.5 0.2 -0.5
C 17.4432 15.4687 19.4556 0.5 0.3 -0.1
C 17.7630 16.5794 18.5155 1.0 0.1 -0.2
N 18.4918 16.1573 17.2515 0.6 -0.8 0.6
C 17.8044 14.9909 16.5816 -0.5 -0.8 1.6
C 18.5832 17.3822 16.2962 -0.2 -1.2 1.9
C 17.1801 17.9168 16.1230 -0.3 0.5 0.3
C 19.9241 15.5979 17.5920 0.0 0.1 1.3
C 20.6865 14.8617 16.4490 -1.1 0.6 0.9
O 20.9241 15.7414 15.3465 -0.7 -0.6 0.3
C 21.3053 14.9172 14.2733 -1.6 -0.1 -1.4
H 18.2675 14.8695 19.7537 0.8 -0.5 0.3
H 16.6856 14.8397 19.0364 -0.7 -0.4 0.0
H 17.1206 16.0139 20.3138 -0.6 0.0 0.9
H 18.3673 17.3768 18.9628 -0.1 -0.4 0.0
H 16.7965 17.0003 18.3134 -0.1 0.3 -0.9
H 16.7117 15.0102 16.5545 0.1 0.9 -0.1
H 18.0212 14.0035 17.0828 0.2 1.5 -0.4
H 18.2360 15.0174 15.6331 0.3 -0.5 -1.8
H 19.1181 16.9560 15.4812 -0.2 0.0 -1.1
H 19.2840 18.1418 16.7133 -0.7 -0.6 0.2
H 16.2883 17.3088 16.2449 0.4 -1.1 -0.3
H 17.1453 18.3535 15.1634 -0.3 0.6 -1.0
H 16.9498 18.6620 16.8720 0.5 0.4 -0.2
H 19.8324 14.9263 18.5285 0.0 0.8 -1.9
H 20.4977 16.4575 17.9697 -0.2 -0.1 -0.4
H 20.0868 13.9684 16.1203 1.1 0.8 0.3
H 21.6849 14.6130 16.8456 -0.5 -0.5 0.2
H 20.4866 14.1737 13.9597 1.0 0.9 0.7
H 22.1865 14.3656 14.5346 0.7 -0.4 -0.1
H 21.4249 15.5602 13.3993 0.4 -0.1 0.1
C 13.1864 12.8623 20.0140 0.2 0.6 0.2
C 13.2086 12.6917 18.4951 0.0 -1.0 0.9
N 13.7952 11.3300 18.1018 -0.1 0.7 -0.8
C 13.0736 10.2522 18.8609 -0.4 0.6 -2.4
C 13.4762 11.1440 16.5984 -0.9 -1.0 -0.9
C 14.4822 11.6738 15.5198 -3.5 1.0 0.8
C 15.2649 11.2431 18.4350 0.1 0.1 -1.6
C 15.8406 9.8276 18.2681 -0.8 0.0 1.0
O 15.5570 9.1859 17.0424 0.3 0.9 0.3
C 16.4486 8.0896 16.8495 -2.0 -0.9 0.4
H 12.5591 12.1740 20.5865 0.1 -0.1 -0.3
H 12.7472 13.8552 20.1891 0.4 -0.2 0.1
H 14.2253 12.8545 20.4396 -1.0 0.1 -0.3
H 13.7993 13.4922 18.1016 0.6 0.0 -0.5
H 12.2405 12.7605 17.9763 0.2 -0.1 0.7
H 12.0460 10.5961 18.7759 -0.3 -0.5 0.8
H 13.5197 10.1451 19.8174 -0.2 -0.1 0.9
H 13.1796 9.3739 18.2227 0.1 -0.3 0.7
H 12.5295 11.7263 16.3802 0.9 -0.9 0.6
H 13.2357 10.0259 16.5532 0.6 1.8 -0.6
H 15.4643 11.4428 15.6995 2.4 -0.6 0.2
H 14.2718 12.7427 15.4034 0.7 0.1 0.5
H 14.1374 11.3481 14.5485 0.0 -0.9 -0.2
H 15.3062 11.4904 19.4909 0.5 0.2 -0.1
H 15.7813 11.9890 17.7792 -0.3 -0.6 0.9
H 15.4201 9.2208 19.0974 0.2 0.0 -0.3
H 16.8974 9.9280 18.4934 0.4 0.0 -0.3
H 17.4323 8.4196 16.8159 1.9 0.8 -0.2
H 16.1540 7.6442 15.8835 0.2 -0.2 0.7
H 16.3672 7.4236 17.7424 -0.1 -0.1 -0.9
B 19.3050 11.7334 17.0415 -0.4 0.8 -0.1
F 20.6654 11.7376 17.2715 0.6 -0.2 0.1
F 18.7175 10.5167 17.0237 -0.3 -1.9 0.0
F 18.6382 12.4547 18.0827 0.3 0.4 -0.6
F 19.1278 12.2462 15.6998 -0.3 0.5 0.5
B 19.5626 20.7333 14.6176 1.1 -0.4 -0.6
F 20.9453 20.5366 14.1472 -1.5 0.1 0.6
F 18.9173 21.6968 13.8390 0.1 -0.2 -0.2
F 18.8640 19.4887 14.5223 0.7 1.0 0.0
F 19.6168 21.2064 15.9369 -0.2 -0.4 0.0
B 20.9449 17.8359 20.3646 0.5 -0.5 0.2
F 21.0266 18.6582 19.1790 0.1 -0.4 0.1
F 21.5816 16.5725 20.1763 -0.7 0.5 -0.7
F 21.6639 18.4264 21.3968 0.1 0.7 0.2
F 19.5980 17.7476 20.6790 -0.2 -0.3 0.2
B 19.8820 14.0292 10.6256 0.3 0.3 -1.0
F 19.0017 15.0093 10.1852 -0.6 0.7 -0.7
F 19.2845 13.3140 11.5997 -1.4 -1.6 1.8
F 20.2091 13.1725 9.5701 0.3 0.0 -0.3
F 20.9839 14.6324 11.1955 1.3 0.6 0.0
B 13.3642 15.4282 16.2264 1.0 0.1 1.3
F 14.2211 15.1865 17.4002 -0.2 0.2 -0.5
F 12.2075 14.6373 16.4057 0.1 0.2 -0.4
F 13.0554 16.8030 16.3119 0.1 -0.9 -0.9
F 14.1321 14.9841 15.1200 -0.9 0.7 0.3
B 15.9423 19.7934 18.9023 -0.1 0.2 1.7
F 15.4958 20.8006 19.8193 0.3 -0.3 -0.4
F 17.1072 20.1917 18.2664 0.5 0.4 -0.1
F 16.1773 18.6097 19.6462 0.0 0.3 0.0
F 14.9548 19.5771 17.9724 -0.6 -0.5 -0.7